Arrangement 1

2 unconnected molecules or ions with the total composition C3H13N2O, computed with the ωB97M-V functional and the def2-TZVPD basis.

```
19
C3H13N2O | OMol25 | the ωB97M-V functional and the def2-TZVPD basis
C 0.180 -0.109 2.329
N 0.728 0.355 1.069
C 2.123 0.966 1.143
H -0.733 -0.577 2.049
H 0.932 -0.796 2.786
H -0.039 0.721 2.943
H 0.054 0.946 0.595
H 0.729 -0.425 0.415
H 2.112 1.934 1.644
H 2.475 1.176 0.144
H 2.788 0.241 1.631
N -0.457 -1.299 -2.203
C -0.941 0.021 -1.890
O -1.634 0.125 -0.595
H 0.158 -1.612 -1.443
H -1.195 -1.987 -2.238
H -0.107 0.718 -1.907
H -1.707 0.333 -2.652
H -2.471 -0.326 -0.766
```

Frontier orbital gap (eV): 10.5
Total charge: +1


Arrangement 2

2 unconnected molecules or ions with the total composition C3H13N2O, computed with the ωB97M-V functional and the def2-TZVPD basis.

```
19
C3H13N2O | OMol25 | the ωB97M-V functional and the def2-TZVPD basis
C 0.281 -0.013 1.413
C 0.665 1.143 0.473
C 1.005 0.767 -0.976
N 1.545 -0.614 -1.033
N -0.332 -1.135 0.579
H 1.147 -0.411 1.909
H -0.519 0.388 2.018
H 1.445 1.722 0.895
H -0.163 1.819 0.429
H 1.719 1.476 -1.384
H 0.097 0.792 -1.574
H 2.241 -0.725 -0.311
H 0.255 -1.194 -0.292
H 1.939 -0.813 -1.921
H -0.282 -2.003 1.100
H -1.288 -0.890 0.309
H -3.720 -0.111 0.106
H -3.127 -0.028 -1.335
O -2.911 -0.172 -0.403
```

Frontier orbital gap (eV): 11.3
Total charge: +1


Arrangement 3

2 unconnected molecules or ions with the total composition C3H13N2O, computed with the ωB97M-V functional and the def2-TZVPD basis.

```
19
C3H13N2O | OMol25 | the ωB97M-V functional and the def2-TZVPD basis
N -0.475 -0.828 1.149
C 0.094 -0.862 -0.266
C 1.601 -1.008 -0.142
C -0.303 0.411 -1.034
N -0.230 0.109 -2.445
H -1.420 -1.163 1.319
H -0.442 0.168 1.429
H 0.219 -1.241 1.771
H -0.265 -1.782 -0.719
H 2.141 -0.133 0.198
H 2.013 -1.424 -1.057
H 1.761 -1.817 0.582
H -1.316 0.613 -0.668
H 0.323 1.195 -0.583
H -0.617 0.857 -3.015
H 0.758 0.194 -2.672
H -1.234 2.702 1.483
H -1.074 2.120 2.747
O -1.535 1.890 1.923
```

Frontier orbital gap (eV): 10.5
Total charge: +1


Which of them is the most stable, and which is the least stable? arrangement 2 and arrangement 1, in that order.